(1)
Computed, not measured: a molecular structure, C22H42Br3Cl2NO3, with ωB97M-V/def2-TZVPD.

The electronic energy comes out at -9786.315418 hartree.

Geometry as ORCA input:
```
! RIJCOSX wB97M-V def2-TZVPD def2/J DEFGRID3
* xyz 0 1
Br 0.512 1.521 4.470
Br 3.043 -3.098 -1.837
Br -0.164 -2.888 -2.194
Cl 1.264 1.607 -5.413
Cl 4.642 1.451 -5.842
O 0.410 -0.280 0.959
O 1.773 0.961 -1.237
O -0.342 0.210 -1.887
N -1.198 -2.088 0.890
C 0.687 -2.013 -0.729
C 0.471 1.311 -1.683
C -0.299 -1.214 0.142
C -3.851 1.299 -2.072
C -2.057 0.751 -0.212
C -3.704 0.001 -2.863
C -0.937 -3.529 1.084
C 2.841 -1.527 0.507
C 3.740 1.161 -4.330
C -1.150 -0.326 -0.846
C 0.192 -3.915 2.027
C 1.997 -2.135 -0.578
C -2.630 1.740 -1.257
C 2.511 2.144 -0.959
C -3.226 0.191 0.605
C -0.435 0.299 3.234
C 2.225 2.772 0.413
C 2.403 0.513 -4.575
C -2.409 0.084 4.844
C 3.254 2.426 1.498
C 0.617 -0.408 2.353
C -1.299 -0.630 4.071
H -1.861 2.055 -1.961
H 2.325 2.884 -1.752
H -2.118 -2.019 0.476
H 3.782 1.495 1.282
H -2.046 0.474 5.795
H -4.038 2.095 -2.800
H -3.237 -0.593 5.056
H 1.582 0.069 2.526
H -3.911 1.005 0.855
H 4.351 0.503 -3.714
H 3.568 1.872 -1.024
H -4.580 -0.149 -3.498
H 0.087 -3.448 3.005
H -1.792 -1.040 -1.358
H 4.012 3.207 1.590
H 2.451 -1.740 1.500
H -2.913 -0.275 1.534
H -0.635 -1.145 4.773
H 3.629 2.119 -3.828
H 1.222 2.490 0.741
H -1.034 0.973 2.627
H -0.819 -4.063 0.139
H 0.712 -1.435 2.687
H -1.721 -1.378 3.402
H -3.624 -0.883 -2.228
H 1.952 0.243 -3.621
H 2.202 3.858 0.289
H 2.503 -0.382 -5.184
H -2.915 2.631 -0.688
H -1.467 1.359 0.478
H 0.047 2.044 -0.989
H -3.809 -0.546 0.043
H 3.854 -1.919 0.455
H -2.829 0.030 -3.517
H -4.751 1.260 -1.453
H 1.184 -3.697 1.631
H 0.591 1.768 -2.672
H 2.788 2.317 2.478
H 2.881 -0.450 0.357
H -2.794 0.933 4.273
H 0.144 -4.994 2.191
H -1.858 -3.922 1.526
*
```

Let us look at the Löwdin charges, expressed in e, one per atom: 0.715, 0.740, 0.850, 0.553, 0.543, -0.087, -0.134, -0.082, 0.047, -0.593, -0.251, -0.415, -0.244, -0.281, -0.095, -0.254, -0.114, -0.667, -0.257, -0.076, -0.733, -0.163, -0.215, -0.049, -0.623, -0.202, -0.643, -0.123, -0.095, -0.241, -0.322, 0.102, 0.119, 0.096, 0.064, 0.057, 0.108, 0.072, 0.080, 0.092, 0.075, 0.125, 0.074, 0.064, 0.079, 0.072, 0.064, 0.059, 0.109, 0.056, 0.098, 0.075, 0.061, 0.096, 0.092, 0.057, 0.049, 0.109, 0.072, 0.121, 0.120, 0.128, 0.085, 0.060, 0.083, 0.100, 0.062, 0.109, 0.032, 0.065, 0.073, 0.081, 0.118

(2)
Computed, not measured: a gas-phase ion, CH3N2O2 (charge +1), with ωB97M-V/def2-TZVPD.

The electronic energy comes out at -299.456177 hartree. Its energy above the lowest of the compared OMol25 structures with the same formula, charge and spin is 58.0 kcal/mol.

Geometry as ORCA input:
```
! RIJCOSX wB97M-V def2-TZVPD def2/J DEFGRID3
* xyz 1 1
O -2.529 0.045 -0.160
O 0.120 -1.396 -0.069
N -1.467 0.104 0.312
N 0.814 0.894 0.048
C -0.169 0.015 -0.076
H 0.955 -2.034 -0.030
H 1.664 0.469 0.185
H 0.613 1.903 -0.209
*
```

Let us look at the Löwdin charges, expressed in e, one per atom: 0.267, 0.065, 0.115, 0.263, -0.258, 0.233, 0.112, 0.203

(3)
Computed, not measured: 2 unconnected molecules or ions with the total composition C3H5NOS2, with ωB97M-V/def2-TZVPD.

The electronic energy comes out at -1043.571135 hartree. Its energy above the lowest of the compared OMol25 structures with the same formula, charge and spin is 74.1 kcal/mol.

Geometry as ORCA input:
```
! RIJCOSX wB97M-V def2-TZVPD def2/J DEFGRID3
* xyz 0 1
S 1.818 1.466 2.310
S -2.094 0.406 1.342
O 3.172 1.874 2.651
N -1.670 -1.601 -1.803
C -0.655 0.382 0.755
C 0.534 0.531 0.168
C 1.841 0.784 0.745
H 2.697 0.799 0.199
H 0.590 0.232 -0.827
H -2.009 -0.662 -1.913
H -2.236 -2.043 -1.068
H -1.988 -2.169 -2.557
*
```

Let us look at the Löwdin charges, expressed in e, one per atom: 0.930, 0.786, -0.589, 0.018, -0.697, -0.270, -0.306, 0.040, 0.081, -0.003, 0.015, -0.005

(4)
Computed, not measured: a molecular structure, C35H36BrGdIN2O5S, with ωB97M-V/def2-TZVPD.

The electronic energy comes out at -5876.773403 hartree. Its energy above the lowest of the compared OMol25 structures with the same formula, charge and spin is 32.7 kcal/mol. Its expectation value of S² is 16.048.

Geometry as ORCA input:
```
! RIJCOSX wB97M-V def2-TZVPD def2/J DEFGRID3
* xyz -1 8
Gd -0.024 -1.183 -0.529
I -4.011 -2.880 -2.182
Br 2.226 0.130 1.604
S -0.268 -2.193 -3.078
O -1.508 -4.938 3.997
O -1.568 -0.554 0.935
O 1.638 -2.520 -0.416
O 2.181 -4.593 -0.523
O 0.738 0.879 -0.810
N -1.722 -3.213 -0.026
N -2.623 -0.652 4.350
C -2.525 -4.292 -2.044
C -0.658 -5.213 -0.910
C 3.449 -4.022 -3.125
C 1.539 5.428 2.487
C 1.774 2.924 1.974
C 1.449 5.072 3.999
C -2.696 -1.966 4.513
C 1.652 1.838 1.135
C -2.271 -0.181 3.191
C -2.564 -2.820 3.507
C 2.037 -3.557 -1.090
C 2.962 5.960 2.013
C 2.288 -3.475 -2.601
C 1.526 -3.095 -4.866
C -1.466 2.538 -1.775
C -1.700 -4.299 -0.952
C 0.761 4.277 0.337
C 0.647 3.228 -0.525
C 1.005 1.960 -0.062
C -0.468 4.729 -2.228
C 2.693 -3.742 -5.314
C 0.725 2.710 -2.958
C 1.323 -2.953 -3.469
C 3.669 -4.213 -4.465
C -0.105 3.288 -1.816
C -2.756 -4.253 3.908
C -2.194 -2.408 2.234
C 1.265 4.166 1.619
C -1.968 -1.031 2.065
C -0.370 -5.963 -2.053
C -2.103 -3.380 1.201
C -2.285 -5.106 -3.142
C 0.480 6.438 2.194
C -2.132 1.312 3.101
C -1.175 -5.896 -3.161
H 2.258 2.751 2.896
H -1.221 1.563 -1.505
H 0.438 6.633 1.121
H 1.986 4.207 4.338
H -2.872 -5.040 -4.019
H 2.900 6.276 0.961
H 0.259 2.931 -3.915
H 0.828 -2.640 -5.557
H -1.973 2.538 -2.750
H -2.462 -4.393 1.455
H 1.737 3.073 -2.891
H 4.235 -4.412 -2.491
H 0.560 -6.507 -2.012
H -1.110 -4.862 3.125
H -0.518 6.044 2.340
H 0.381 4.907 4.178
H -1.204 1.696 3.566
H -2.200 1.785 2.146
H 3.328 6.814 2.551
H -3.231 -4.315 4.874
H 0.367 5.414 -2.306
H 0.849 1.677 -2.901
H 0.080 -5.237 -0.147
H 2.955 -3.741 -6.378
H -2.932 1.683 3.751
H -0.888 4.738 -3.238
H -2.956 -2.237 5.488
H -3.434 -4.719 3.191
H 1.757 5.922 4.654
H -2.071 3.153 -1.063
H 0.627 7.378 2.721
H -0.918 -6.394 -4.092
H 4.627 -4.613 -4.790
H -1.251 5.149 -1.627
H 3.744 5.226 2.107
H 0.460 5.265 -0.022
*
```

Let us look at the Löwdin charges, expressed in e, one per atom: 1.357, 0.935, 0.875, 0.586, -0.038, -0.232, -0.272, 0.068, -0.366, -0.005, 0.119, -0.740, -0.019, -0.053, -0.516, -0.075, -0.046, -0.130, -0.601, -0.248, -0.183, -0.629, -0.025, -0.140, -0.123, -0.012, -0.400, 0.006, -0.109, -0.390, -0.078, -0.109, -0.042, -0.549, -0.112, -0.514, -0.216, -0.090, -0.175, -0.284, -0.062, -0.063, -0.181, -0.086, -0.021, -0.101, 0.085, 0.031, 0.065, 0.055, 0.081, 0.084, 0.085, 0.084, 0.092, 0.137, 0.091, 0.116, 0.112, 0.071, 0.092, 0.082, 0.086, 0.060, 0.059, 0.113, 0.082, 0.048, 0.096, 0.096, 0.074, 0.079, 0.098, 0.111, 0.088, 0.103, 0.089, 0.110, 0.100, 0.069, 0.071, 0.096

(5)
Computed, not measured: a molecular structure, C26H57AsF5N10STi, with ωB97M-V/def2-TZVPD.

The electronic energy comes out at -5554.991468 hartree. Its energy above the lowest of the compared OMol25 structures with the same formula, charge and spin is 29.8 kcal/mol. Its expectation value of S² is 2.004.

Geometry as ORCA input:
```
! RIJCOSX wB97M-V def2-TZVPD def2/J DEFGRID3
* xyz 1 3
As 0.461 -4.739 -1.523
Ti -0.024 0.547 0.201
S 1.199 -2.971 -0.701
F -2.511 -0.008 0.979
F -2.357 -2.941 -0.888
F -1.979 -3.006 1.237
F -3.798 -2.120 0.497
F -2.120 -0.463 -1.158
N 1.201 -0.959 2.972
N 3.958 -0.220 -1.591
N -4.121 2.867 -0.335
N 0.910 0.867 4.543
N 0.657 2.840 0.295
N 1.891 -0.313 -2.630
N 2.033 0.436 -0.427
N -1.887 2.372 -0.921
N 0.162 0.956 2.310
N -3.653 1.350 -2.026
C 0.767 -0.023 5.685
C -0.677 -4.436 -3.058
C -4.788 0.482 -1.799
C 2.607 -0.017 -1.519
C -3.013 1.224 -3.318
C 0.412 3.255 1.701
C 0.746 0.325 3.269
C 1.835 -5.940 -2.143
C 0.519 0.119 -2.826
C -2.480 -2.237 0.256
C -1.486 3.717 -0.531
C -1.762 -0.886 0.144
C 2.736 1.464 0.348
C 0.014 3.772 -0.642
C 2.487 -1.379 3.495
C 4.694 -0.714 -0.443
C 1.864 1.946 4.751
C -0.444 2.265 2.486
C 0.211 -2.025 2.867
C -4.042 2.938 1.108
C -0.597 -5.769 -0.282
C 2.290 -1.376 -3.543
C 4.747 0.066 -2.773
C 2.108 2.804 -0.004
C -5.402 3.247 -0.897
C -3.168 2.183 -1.067
H 2.221 2.933 -1.082
H 2.864 -2.175 2.850
H 2.416 -6.276 -1.286
H -1.069 -3.425 -2.982
H 2.485 -5.394 -2.824
H 1.479 -2.103 -3.604
H 3.164 -1.894 -3.163
H -3.709 1.539 -4.103
H -0.491 2.569 3.535
H 0.177 0.783 -2.032
H -0.619 -6.814 -0.588
H 2.496 -0.981 -4.540
H -0.147 -0.745 -2.852
H 2.451 -1.774 4.515
H -6.220 2.605 -0.553
H 0.469 -2.702 2.054
H -1.886 4.445 -1.247
H -5.128 0.566 -0.771
H -2.129 1.856 -3.341
H 5.194 -0.838 -3.196
H -4.034 3.972 1.466
H 2.861 1.562 4.997
H 1.381 3.337 2.195
H -1.499 -5.150 -3.064
H 1.948 2.558 3.859
H -0.049 -0.722 5.514
H 3.997 -0.978 0.349
H -0.154 -5.676 0.707
H -0.758 -1.590 2.646
H 0.430 0.680 -3.760
H 0.507 0.583 6.553
H 1.675 -0.580 5.929
H -5.359 3.206 -1.982
H 1.532 2.583 5.572
H -1.605 -5.361 -0.265
H 0.144 -2.589 3.806
H -0.034 4.252 1.727
H -1.818 4.059 0.456
H -5.633 4.272 -0.601
H -4.487 -0.555 -1.969
H 2.628 1.257 1.416
H -2.712 0.195 -3.516
H 5.409 0.024 -0.069
H 4.130 0.541 -3.532
H -3.142 2.438 1.454
H 0.414 4.783 -0.490
H 3.201 -0.556 3.456
H 5.556 0.753 -2.510
H 3.803 1.519 0.128
H -5.620 0.716 -2.470
H -1.455 2.222 2.074
H 2.622 3.643 0.482
H -4.902 2.431 1.557
H 5.248 -1.612 -0.729
H -0.095 -4.546 -3.972
H 1.390 -6.794 -2.651
H 0.262 3.450 -1.656
*
```

These are the Löwdin partial charges, in e, on atoms 1 to 99: 0.656, 0.853, 0.186, -0.050, 0.099, 0.113, 0.140, -0.071, -0.152, -0.156, -0.145, -0.155, -0.208, -0.130, -0.035, 0.066, 0.010, -0.166, -0.046, -0.249, -0.047, -0.423, -0.043, -0.149, -0.367, -0.260, -0.047, -0.590, -0.218, -0.320, -0.195, -0.192, -0.057, -0.047, -0.045, -0.162, -0.065, -0.052, -0.246, -0.075, -0.048, -0.162, -0.056, -0.411, 0.125, 0.093, 0.038, 0.013, 0.031, 0.060, 0.079, 0.092, 0.126, 0.037, 0.040, 0.098, 0.080, 0.075, 0.088, 0.031, 0.133, 0.094, 0.081, 0.092, 0.095, 0.093, 0.098, 0.042, 0.065, 0.096, 0.083, 0.038, 0.073, 0.106, 0.096, 0.076, 0.094, 0.096, 0.025, 0.094, 0.129, 0.095, 0.093, 0.089, 0.101, 0.082, 0.090, 0.092, 0.051, 0.135, 0.090, 0.095, 0.109, 0.093, 0.082, 0.132, 0.099, 0.097, 0.035

(6)
Computed, not measured: 5 unconnected molecules or ions with the total composition C5H24N3O4, with ωB97M-V/def2-TZVPD.

The electronic energy comes out at -669.873774 hartree. Its energy above the lowest of the compared OMol25 structures with the same formula, charge and spin is 24.1 kcal/mol.

Geometry as ORCA input:
```
! RIJCOSX wB97M-V def2-TZVPD def2/J DEFGRID3
* xyz 1 1
O -1.065 -1.065 1.731
O -1.682 -3.881 -0.427
O -3.951 1.937 -0.189
O 0.687 -2.953 1.070
N -1.991 -0.111 -0.723
N 2.989 0.942 0.794
N 2.334 3.242 1.432
C 2.254 1.781 1.820
C -1.164 -0.136 -1.985
C 0.128 0.648 -1.767
C 0.843 0.157 -0.533
C 2.317 0.947 -0.541
H -1.043 -3.898 0.301
H -0.074 1.707 -1.923
H 2.196 1.997 -0.785
H -4.686 1.651 0.381
H -0.420 -1.809 1.607
H 3.049 -0.033 1.075
H 1.281 -3.446 1.642
H -1.711 -1.371 2.378
H 1.206 1.394 1.828
H 2.757 1.680 2.770
H -4.388 2.529 -0.820
H -1.564 0.323 -2.938
H -1.760 -4.734 -0.858
H -2.056 0.831 -0.326
H 0.698 -3.341 0.188
H 1.119 -0.881 -0.353
H -1.593 -0.638 0.111
H 0.387 0.453 0.417
H 0.757 0.521 -2.660
H 1.773 3.401 0.606
H -0.992 -1.203 -2.150
H 2.988 0.456 -1.274
H 3.289 3.345 1.049
H -2.912 -0.443 -0.947
*
```

Let us look at the Löwdin charges, expressed in e, one per atom: -0.068, -0.055, -0.054, -0.034, 0.168, -0.092, 0.004, -0.252, -0.149, -0.215, -0.166, -0.180, 0.003, 0.124, 0.082, 0.065, 0.016, 0.088, 0.094, 0.076, 0.093, 0.102, 0.063, 0.150, 0.050, 0.130, 0.067, 0.094, 0.106, 0.064, 0.129, 0.033, 0.123, 0.117, 0.079, 0.145

| no. | maximum force (hartree/bohr) |
| --- | --- |
| 1 | 0.008 |
| 2 | 0.127 |
| 3 | 0.124 |
| 4 | 0.059 |
| 5 | 0.017 |
| 6 | 0.088 |